A) Density functional theory data (ωB97M-V/def2-TZVPD) for 2 unconnected molecules or ions with the total composition C4H13NO.

Computed properties:
Frontier orbital gap   10.469 eV
E_LUMO   0.0305 Eh
SMILES string   CC(C)CN.O
Multiplicity   1
HOMO   -9.6 eV
Total charge   0

Geometry (Å):
C (0.5929, -1.0102, -1.1085)
C (-0.6772, -0.6069, -0.3545)
C (-0.5962, -1.2659, 1.0252)
C (-0.7988, 0.9287, -0.2975)
N (-0.9280, 1.4969, -1.6569)
H (1.4962, -0.5484, -0.7040)
H (0.5752, -0.7537, -2.1711)
H (0.7472, -2.0895, -1.0883)
H (-1.5509, -0.9973, -0.8794)
H (-1.2963, -0.9205, 1.7849)
H (-0.7421, -2.3233, 0.9051)
H (0.4032, -1.1027, 1.4372)
H (0.0690, 1.3389, 0.2229)
H (-1.6943, 1.1958, 0.2574)
H (-0.3937, 0.8936, -2.2882)
H (-0.3578, 2.3395, -1.7210)
O (2.0012, 0.9288, 2.0703)
H (1.9637, 1.3282, 2.9420)
H (1.1866, 1.1680, 1.6242)

Atomic partial charges in e from the natural (NBO) method, atoms 1 to 4:
1 C -0.6143
2 C -0.2306
3 C -0.6129
4 C -0.1989

B) Density functional theory data (ωB97M-V/def2-TZVPD) for 2 unconnected molecules or ions with the total composition C4H13NO.

Computed properties:
Frontier orbital gap   10.042 eV
E_LUMO   0.0365 Eh
SMILES string   CCNCC.O
Multiplicity   1
HOMO   -9.0 eV
Total charge   0

Geometry (Å):
C (-2.4573, -0.6958, -0.5537)
C (-1.0251, -1.1272, -0.2595)
N (-0.2869, -0.1065, 0.4744)
C (1.1364, -0.3767, 0.5905)
C (1.8255, 0.8897, 1.1653)
H (-2.8179, -0.0116, 0.1942)
H (-2.4477, -0.1347, -1.4842)
H (-3.1691, -1.5202, -0.4833)
H (-0.4527, -1.2796, -1.1745)
H (-0.9669, -2.0930, 0.2142)
H (-0.6372, 0.1438, 1.3875)
H (1.3587, -1.1686, 1.3170)
H (1.6554, -0.5930, -0.2930)
H (2.8687, 0.6213, 1.3619)
H (1.2351, 1.1728, 2.0408)
H (1.8615, 1.7504, 0.5174)
O (0.7711, 1.7602, -1.9822)
H (1.4642, 1.1459, -1.7192)
H (0.0844, 1.6228, -1.3138)

Atomic partial charges in e from the natural (NBO) method, atoms 1 to 4:
1 C -0.6209
2 C -0.2134
3 N -0.6488
4 C -0.2170

The winner here is A), beating the second structure by 0.321 eV.

A) Density functional theory data (ωB97M-V/def2-TZVPD) for a molecular structure, C35H52AsInO2P3.

Computed properties:
Frontier orbital gap (alpha / beta)   3.029 / 4.586 eV
E_LUMO (alpha / beta)   -0.4433 / -0.3859 Eh
Multiplicity   1
HOMO (alpha / beta)   -15.1 / -15.1 eV
Total charge   +3

Geometry (Å):
In (-0.2063, 0.4155, 0.0850)
P (-1.9444, -1.6306, 0.3369)
P (1.3274, -0.6908, 1.9082)
P (1.2902, -1.3769, -1.6000)
H (-0.8008, 6.4708, -7.2632)
C (-0.8748, 5.5659, -7.8710)
C (-2.0604, 5.0292, -8.1874)
H (-2.9992, 5.4719, -7.8458)
C (-3.4470, -0.8910, 1.0668)
C (-1.5627, -3.0579, 1.4170)
C (-2.4572, -2.2831, -1.2794)
C (2.9095, 0.2310, 1.9839)
C (0.6351, -0.3857, 3.5784)
C (1.7310, -2.4718, 2.0710)
C (0.7019, -1.2328, -3.3341)
C (1.4714, -3.1965, -1.3807)
C (3.0242, -0.7680, -1.7099)
H (0.0600, 5.1552, -8.2595)
H (-2.1395, 4.1577, -8.8418)
H (-3.6539, 0.0771, 0.5797)
H (-3.2553, -0.6860, 2.1373)
H (-4.2756, -1.6144, 0.9452)
H (-1.2792, -2.7186, 2.4300)
H (-0.7501, -3.6578, 0.9716)
H (-2.4998, -3.6420, 1.4631)
H (-2.8510, -1.4488, -1.8860)
H (-3.2447, -3.0247, -1.0535)
H (-1.6053, -2.7677, -1.7884)
H (3.4002, -0.0438, 2.9394)
H (2.6791, 1.3114, 1.9539)
H (3.5151, -0.0499, 1.1041)
H (1.2621, -0.7856, 4.3994)
H (-0.3562, -0.8714, 3.6205)
H (0.4933, 0.7059, 3.7016)
H (2.8215, -2.5320, 2.2415)
H (1.4570, -3.0013, 1.1447)
H (1.1657, -2.8931, 2.9267)
H (1.1418, -2.0412, -3.9428)
H (0.9945, -0.2426, -3.7293)
H (-0.4016, -1.2998, -3.3356)
H (1.6641, -3.6215, -2.3846)
H (0.5332, -3.6167, -0.9664)
H (2.3251, -3.3901, -0.7046)
H (3.4564, -1.1447, -2.6553)
H (3.5982, -1.1279, -0.8358)
H (3.0052, 0.3339, -1.7137)
C (-0.7788, 1.5119, -2.7775)
C (0.3583, 2.3679, -2.6511)
C (0.6971, 3.1953, -3.7051)
C (-0.0550, 3.1592, -4.8850)
C (-1.1330, 2.2773, -5.0428)
C (-1.4935, 1.4407, -4.0075)
O (-1.2095, 0.7104, -1.8281)
H (1.3669, 1.2399, -0.2417)
H (0.9558, 2.3601, -1.7321)
H (1.5364, 3.8867, -3.5889)
H (0.1917, 3.8386, -5.6982)
H (-1.7149, 2.2442, -5.9654)
H (-2.2913, 0.6985, -4.0556)
O (-1.4628, 1.3389, 1.7225)
As (-1.9943, 1.5138, 3.3640)
C (-3.8110, 2.1926, 3.4829)
C (-4.9287, 1.4006, 3.1944)
C (-6.1934, 1.7996, 3.6444)
C (-6.3326, 2.9715, 4.3976)
C (-5.2079, 3.7435, 4.7107)
C (-3.9444, 3.3447, 4.2603)
C (-2.2229, -0.0448, 4.7452)
C (-2.6367, -1.3595, 4.5322)
C (-2.7027, -2.2597, 5.6166)
C (-2.3492, -1.8311, 6.9043)
C (-1.9595, -0.5017, 7.1196)
C (-1.9396, 0.3853, 6.0341)
C (-0.7557, 2.9216, 3.9837)
C (-0.8375, 4.1931, 3.3968)
C (-0.0771, 5.2478, 3.9174)
C (0.7920, 5.0237, 4.9902)
C (0.9059, 3.7430, 5.5402)
C (0.1421, 2.6880, 5.0290)
H (-4.8134, 0.4747, 2.6309)
H (-7.0692, 1.1895, 3.4022)
H (-7.3180, 3.2857, 4.7485)
H (-5.2941, 4.6586, 5.3027)
H (-3.0479, 3.9048, 4.5251)
H (-2.9306, -1.6978, 3.5325)
H (-3.0376, -3.2915, 5.4431)
H (-2.3778, -2.5226, 7.7487)
H (-1.6735, -0.1330, 8.1121)
H (-1.6777, 1.4340, 6.1938)
H (-1.5240, 4.3544, 2.5606)
H (-0.1781, 6.2415, 3.4771)
H (1.3854, 5.8450, 5.3927)
H (1.5794, 3.5424, 6.3747)
H (0.2269, 1.6901, 5.4716)

Atomic partial charges in e from the Löwdin method, atoms 1 to 4:
1 In 0.4642
2 P 0.8347
3 P 0.7738
4 P 0.8105

B) Density functional theory data (ωB97M-V/def2-TZVPD) for a molecular structure, C35H52AsInO2P3.

Computed properties:
Frontier orbital gap (alpha / beta)   3.123 / 4.296 eV
E_LUMO (alpha / beta)   -0.4420 / -0.3987 Eh
Multiplicity   1
HOMO (alpha / beta)   -15.1 / -15.1 eV
Total charge   +3

Geometry (Å):
In (0.0000, 0.0000, 0.0000)
P (-1.7933, -1.4824, 0.3249)
P (1.1855, -0.6131, 1.8011)
P (1.2127, -1.2897, -1.5133)
H (-0.8045, 6.4696, -7.2757)
C (-0.8836, 5.5866, -7.9049)
C (-2.0617, 5.0533, -8.2182)
H (-2.9956, 5.4776, -7.8586)
C (-3.3705, -0.8826, 1.0839)
C (-1.5687, -2.9874, 1.3804)
C (-2.4407, -2.2567, -1.2145)
C (2.8293, 0.2088, 1.9798)
C (0.5371, -0.3434, 3.5149)
C (1.6851, -2.3819, 2.0423)
C (0.6605, -1.1749, -3.2668)
C (1.4525, -3.1186, -1.3703)
C (2.9670, -0.7701, -1.6987)
H (0.0504, 5.1623, -8.2645)
H (-2.1407, 4.1704, -8.8474)
H (-3.6692, 0.0626, 0.6272)
H (-3.2264, -0.7092, 2.1543)
H (-4.1761, -1.6136, 0.9521)
H (-1.2813, -2.6844, 2.3910)
H (-0.7724, -3.6141, 0.9717)
H (-2.4905, -3.5777, 1.4355)
H (-2.8427, -1.4738, -1.8641)
H (-3.2248, -2.9913, -1.0008)
H (-1.6049, -2.7194, -1.7435)
H (3.3322, -0.0711, 2.9123)
H (2.6799, 1.2913, 1.9483)
H (3.4652, -0.0637, 1.1330)
H (1.2233, -0.7622, 4.2594)
H (-0.4344, -0.8353, 3.6160)
H (0.4084, 0.7228, 3.7153)
H (2.7610, -2.4629, 2.2346)
H (1.4345, -2.9767, 1.1633)
H (1.1458, -2.7957, 2.8990)
H (1.1139, -1.9796, -3.8563)
H (0.9590, -0.2073, -3.6744)
H (-0.4273, -1.2451, -3.3311)
H (1.6596, -3.5473, -2.3569)
H (0.5571, -3.5916, -0.9594)
H (2.2981, -3.3389, -0.7128)
H (3.4011, -1.1568, -2.6279)
H (3.5463, -1.1284, -0.8440)
H (2.9996, 0.3223, -1.7026)
C (-0.6891, 1.3963, -2.7468)
C (0.3795, 2.3199, -2.6501)
C (0.6828, 3.1843, -3.7012)
C (-0.0545, 3.1683, -4.8865)
C (-1.1149, 2.2624, -4.9988)
C (-1.4296, 1.3952, -3.9582)
O (-1.0512, 0.5532, -1.7936)
H (1.2209, 1.0642, -0.2702)
H (0.9624, 2.3248, -1.7332)
H (1.5114, 3.8810, -3.5883)
H (0.1891, 3.8428, -5.7021)
H (-1.7044, 2.2304, -5.9128)
H (-2.2581, 0.6967, -4.0489)
O (-1.2041, 1.2515, 1.5377)
As (-1.9452, 1.4368, 3.1586)
C (-3.7776, 2.1485, 3.4856)
C (-4.9290, 1.3968, 3.1913)
C (-6.1889, 1.8071, 3.6375)
C (-6.3238, 2.9722, 4.3896)
C (-5.1962, 3.7322, 4.6917)
C (-3.9348, 3.3238, 4.2491)
C (-2.2044, 0.0031, 4.6850)
C (-2.6427, -1.3572, 4.5416)
C (-2.7069, -2.2416, 5.6196)
C (-2.3489, -1.8277, 6.8890)
C (-1.9585, -0.5098, 7.0882)
C (-1.9083, 0.3908, 6.0129)
C (-0.7771, 2.9031, 3.9478)
C (-0.8456, 4.1990, 3.4040)
C (-0.0735, 5.2464, 3.9334)
C (0.7963, 5.0158, 5.0014)
C (0.8993, 3.7430, 5.5442)
C (0.1260, 2.7039, 5.0318)
H (-4.8869, 0.4646, 2.6754)
H (-7.0614, 1.1997, 3.4286)
H (-7.2966, 3.2729, 4.7573)
H (-5.2951, 4.6220, 5.3010)
H (-3.0936, 3.9118, 4.5695)
H (-2.9176, -1.8505, 3.6496)
H (-3.0247, -3.2673, 5.4601)
H (-2.3833, -2.5286, 7.7144)
H (-1.6907, -0.1869, 8.0851)
H (-1.6325, 1.3963, 6.2507)
H (-1.5161, 4.4003, 2.5809)
H (-0.1498, 6.2404, 3.5194)
H (1.3954, 5.8200, 5.4104)
H (1.5803, 3.5532, 6.3673)
H (0.2783, 1.7504, 5.5084)

Atomic partial charges in e from the Löwdin method, atoms 1 to 4:
1 In 0.1845
2 P 0.8462
3 P 0.7783
4 P 0.7849

The winner here is A), beating the second structure by 2.987 eV.

A) Density functional theory data (ωB97M-V/def2-TZVPD) for C5H5N in the gas phase.

Computed properties:
Frontier orbital gap   11.319 eV
E_LUMO   0.0268 Eh
SMILES string   C#CCCC#N
Multiplicity   1
HOMO   -10.6 eV
Total charge   0

Geometry (Å):
C (2.6238, 0.0366, 0.3608)
C (1.5046, 0.2438, -0.0334)
C (0.1255, 0.4748, -0.4677)
C (-0.8433, -0.4619, 0.2789)
C (-2.2407, -0.1867, -0.0689)
N (-3.3371, 0.0500, -0.3501)
H (3.6184, -0.1384, 0.7068)
H (-0.1523, 1.5175, -0.2788)
H (0.0369, 0.3126, -1.5476)
H (-0.6160, -1.5055, 0.0400)
H (-0.7198, -0.3426, 1.3599)

Atomic partial charges in e from the natural (NBO) method, atoms 1 to 4:
1 C -0.2188
2 C -0.0256
3 C -0.4619
4 C -0.4938

B) Density functional theory data (ωB97M-V/def2-TZVPD) for C5H5N in the gas phase.

Computed properties:
Frontier orbital gap (alpha / beta)   7.766 / 7.984 eV
E_LUMO (alpha / beta)   -0.0136 / -0.0191 Eh
SMILES string   c1ccncc1
Multiplicity   1
HOMO (alpha / beta)   -8.1 / -8.5 eV
Total charge   0

Geometry (Å):
C (0.3312, -0.8090, 0.6574)
C (1.3747, 0.0003, 0.0082)
C (0.8068, 1.1941, -0.3196)
N (-0.3518, 1.1387, 0.4405)
C (-1.4012, 0.4377, -0.1231)
C (-1.0730, -0.8377, 0.2371)
H (0.6745, -1.6338, 1.2933)
H (2.3457, -0.4009, -0.2757)
H (1.0295, 1.8778, -1.1384)
H (-2.1008, 0.7921, -0.8804)
H (-1.6356, -1.7593, 0.1008)

Atomic partial charges in e from the natural (NBO) method, atoms 1 to 4:
1 C -0.0154
2 C -0.3052
3 C -0.0005
4 N -0.3952

The winner here is A), beating the second structure by 3.181 eV.

A) Density functional theory data (ωB97M-V/def2-TZVPD) for C5H5N in the gas phase.

Computed properties:
Frontier orbital gap   11.090 eV
E_LUMO   0.0359 Eh
SMILES string   N#C[C@@H]1C=CC1
Multiplicity   1
HOMO   -10.1 eV
Total charge   0

Geometry (Å):
N (-2.6060, 0.0250, -0.4694)
C (-1.7112, 0.0124, 0.2099)
C (-0.3962, -0.0470, 0.7193)
C (0.3398, 1.0733, 0.0789)
C (1.1192, 0.3161, -0.7013)
C (0.5136, -0.9901, -0.1482)
H (-0.2883, 0.1396, 1.9065)
H (0.1347, 2.0953, 0.2557)
H (1.8025, 0.5724, -1.4576)
H (0.0065, -1.5733, -0.9141)
H (1.0853, -1.6238, 0.5202)

Atomic partial charges in e from the natural (NBO) method, atoms 1 to 4:
1 N -0.3206
2 C 0.2727
3 C -0.3656
4 C -0.1490

B) Density functional theory data (ωB97M-V/def2-TZVPD) for C5H5N in the gas phase.

Computed properties:
Frontier orbital gap   8.346 eV
E_LUMO   0.0015 Eh
Multiplicity   1
HOMO   -8.3 eV
Total charge   0

Geometry (Å):
C (2.0461, 0.1075, -0.2720)
C (1.1238, -0.8288, -0.1896)
C (-1.1935, 1.1756, -0.3508)
C (-0.0289, -1.4629, -0.1067)
C (0.9835, 0.7753, 0.4892)
N (-0.0036, 1.4756, -0.0004)
H (-1.8320, 1.8373, -0.6773)
H (-1.5659, 0.1340, -0.2937)
H (-0.3538, -2.1711, -0.9187)
H (-0.1832, -2.0521, 0.8011)
H (1.0076, 1.0094, 1.5188)

Atomic partial charges in e from the natural (NBO) method, atoms 1 to 4:
1 C -0.1755
2 C -0.0138
3 C 0.0100
4 C -0.6325

C) Density functional theory data (ωB97M-V/def2-TZVPD) for a molecular structure, C5H5N.

Computed properties:
Frontier orbital gap (alpha / beta)   7.978 / 7.986 eV
E_LUMO (alpha / beta)   -0.0609 / -0.0607 Eh
Multiplicity   1
HOMO (alpha / beta)   -9.6 / -9.6 eV
Total charge   0

Geometry (Å):
C (-2.8708, 0.2483, 0.3997)
C (-1.7318, 0.1506, 0.0070)
C (1.2912, 1.0623, -0.1378)
C (1.2090, -0.8621, 0.2661)
C (0.5776, 0.0477, -0.6991)
N (1.9767, 0.3577, 0.7387)
H (-3.9979, 0.0357, 0.4007)
H (1.3495, 2.1629, -0.3050)
H (0.3882, -1.1660, 0.8992)
H (1.6991, -1.8533, 0.1294)
H (0.1094, -0.1838, -1.6988)

Atomic partial charges in e from the natural (NBO) method, atoms 1 to 4:
1 C -0.4474
2 C -0.1761
3 C -0.0375
4 C -0.3534

The winner here is A), beating the second structure by 4.140 eV.